Run A
# C4H12N2

C4H12N2 as an isolated structure (ωB97M-V with the def2-TZVPD basis set, OMol25).

Cartesian coordinates (Å):
C: 1.63534 0.76007 -1.03988
C: 0.86724 -0.15019 -0.07458
C: 1.72602 -0.92067 0.97441
N: -0.16765 0.67459 0.60616
C: -1.48613 0.52747 -0.23987
N: -2.37581 -0.68683 -0.08874
H: 2.51668 0.16029 -1.33363
H: 1.98287 1.65809 -0.51928
H: 0.98592 0.92587 -1.89186
H: 0.39263 -0.96772 -0.61853
H: 2.78522 -0.94510 0.70699
H: 1.19688 -1.87314 1.08489
H: 1.58392 -0.41971 1.94165
H: -0.97579 -0.11877 0.82446
H: -1.22605 0.64100 -1.29054
H: -2.18917 1.31330 -0.01224
H: -2.72951 -1.03172 0.78970
H: -2.96968 -0.82293 -0.91186

Values from the calculation:
- Expectation value of S²: 0.751
- Gap between HOMO and LUMO (spin up / spin down): 2.768 / 8.733 eV
- Multiplicity: 2
- Charge: -1
- E_HOMO (spin up / spin down): 1.29 / -4.88 eV
- M: 88.2 g/mol
- LUMO (spin up / spin down): 4.06 / 3.85 eV


Run B
# C4H12N2

A 2-piece molecular cluster, C4H12N2 overall (ωB97M-V with the def2-TZVPD basis set, OMol25).

Cartesian coordinates (Å):
C: 2.38370 -0.15096 0.11933
C: 0.90633 0.33680 -0.09285
C: 0.27825 -0.61577 -1.12143
C: -1.20228 -0.77177 -0.97538
N: -1.96760 0.38499 -0.55093
N: 0.25735 0.42754 1.18801
H: 2.27856 -1.08268 0.66683
H: 2.87453 0.61934 0.74808
H: 2.87493 -0.19390 -0.85303
H: 0.81745 1.28018 -0.69747
H: 0.62462 -0.61142 -2.18141
H: -0.64487 -1.34622 -0.08569
H: -1.58647 -1.53796 -1.66326
H: -2.66833 1.22799 2.21864
H: -2.12554 0.80277 2.52242
H: -1.34449 0.55982 0.40450
H: -1.79808 1.18250 -1.16889
H: 0.04193 -0.51125 1.52253

Values from the calculation:
- Expectation value of S²: 0.754
- Gap between HOMO and LUMO (spin up / spin down): 6.522 / 6.438 eV
- Multiplicity: 2
- Charge: -1
- E_HOMO (spin up / spin down): -2.02 / -2.00 eV
- M: 88.2 g/mol
- LUMO (spin up / spin down): 4.51 / 4.44 eV


Tell me which of them is the least stable. Sure, it is run B.


Run A
# C2H5FN2S

A single C2H5FN2S molecule (ωB97M-V with the def2-TZVPD basis set, OMol25).

Cartesian coordinates (Å):
H: -1.02762 1.69707 0.29273
N: -0.01558 1.56262 -0.07739
C: 0.00180 0.25951 -0.12650
C: -1.35626 -0.65804 0.13126
F: -2.54812 0.13001 -0.10056
N: 1.04766 -0.51833 -0.10828
S: 2.72429 0.02107 0.03054
H: -1.18199 -1.57197 -0.59147
H: -1.19900 -0.70747 1.33544
H: 1.02319 -1.49706 -0.59640
H: 2.53164 1.28259 -0.18936

Values from the calculation:
- Gap between HOMO and LUMO: 9.278 eV
- Charge: 0
- E_HOMO: -8.92 eV
- M: 108.1 g/mol
- LUMO: 0.36 eV


Run B
# C2H5FN2S

A single C2H5FN2S molecule (ωB97M-V with the def2-TZVPD basis set, OMol25).

Cartesian coordinates (Å):
N: 1.13148 1.78745 0.00449
N: -0.04696 1.09628 0.15345
C: 0.00600 -0.23406 -0.00260
S: 1.31807 -1.13519 -0.06650
C: -1.38158 -0.77446 0.21430
F: -2.21153 0.23197 -0.26854
H: 1.94808 1.33996 0.54019
H: 1.54286 1.71072 -0.88976
H: -0.87284 1.79147 0.36759
H: -1.68258 -1.91844 -0.34207
H: -1.45904 -0.98336 1.42915

Values from the calculation:
- Gap between HOMO and LUMO: 9.292 eV
- Charge: 0
- E_HOMO: -8.85 eV
- M: 108.1 g/mol
- LUMO: 0.45 eV


Tell me which of them is the least stable. Sure, it is run B.


Run A
# C8H12

A single C8H12 molecule (ωB97M-V with the def2-TZVPD basis set, OMol25).

Cartesian coordinates (Å):
C: 1.67201 -1.99245 0.97609
C: 0.56915 -0.98225 0.87951
C: 0.30974 0.45895 1.27283
C: -0.12334 1.25695 0.01017
C: -1.36299 1.97352 0.01344
C: 0.19800 0.11086 -1.13922
C: -0.16748 -1.24279 -2.00944
C: -0.34777 -0.95189 -0.38117
H: 1.55547 -2.80444 0.04184
H: 2.60140 -1.84210 1.75745
H: -0.53515 0.63591 1.93746
H: 1.21273 0.89589 1.61934
H: 0.57523 2.21142 0.22869
H: -2.31665 1.24017 0.57122
H: -1.62213 2.63156 -0.72986
H: -1.49695 2.69968 0.82450
H: 1.31541 -0.18810 -1.18040
H: -1.23720 -1.33171 -2.38207
H: 0.56386 -1.88433 -2.36597
H: -1.36331 -0.89484 0.05560

Values from the calculation:
- Gap between HOMO and LUMO: 9.429 eV
- Charge: 0
- E_HOMO: -8.44 eV
- M: 108.2 g/mol
- LUMO: 0.99 eV


Run B
# C8H12

C8H12 as an isolated structure (ωB97M-V with the def2-TZVPD basis set, OMol25).

Cartesian coordinates (Å):
C: 1.36637 -0.46417 2.16349
C: -0.11379 -0.59765 1.84271
C: -0.27629 -0.63890 0.31114
C: -1.35232 -1.13932 -0.41715
C: -0.90792 1.81228 -0.11533
C: -0.35403 0.57429 -0.49151
C: 0.15844 0.71326 -1.87137
C: 0.77158 -0.23285 -2.63633
H: 1.82373 -1.19212 1.46560
H: 1.78068 0.48673 1.81481
H: 1.73764 -0.84261 3.11220
H: -0.54584 -1.48580 2.32486
H: -0.69541 0.27441 2.14117
H: -2.41835 -0.88158 -0.24059
H: -1.27210 -1.54986 -1.42617
H: -0.45893 2.62729 -0.63298
H: -1.71780 1.84810 0.60038
H: 0.27875 1.71082 -2.27269
H: 1.11414 -1.06269 -2.03480
H: 1.08143 0.04038 -3.63743

Values from the calculation:
- Gap between HOMO and LUMO: 6.956 eV
- Charge: 0
- E_HOMO: -7.26 eV
- M: 108.2 g/mol
- LUMO: -0.30 eV


Run C
# C8H12

A single C8H12 molecule (ωB97M-V with the def2-TZVPD basis set, OMol25).

Cartesian coordinates (Å):
C: -2.69245 0.11822 -0.31739
C: -1.61308 -0.36998 0.59905
C: -0.34191 -0.98775 -0.08219
C: 1.04812 -1.56407 -0.00416
C: 2.11873 -0.74872 -0.01893
C: 2.05187 0.78377 0.03717
C: 0.56555 1.31006 -0.10887
C: -0.30787 0.35734 0.65672
H: -3.06385 1.11733 -0.10834
H: -2.29047 0.04516 -1.35912
H: -3.57004 -0.66023 -0.29923
H: -1.89261 -0.76768 1.53597
H: -0.55248 -1.01755 -1.18000
H: 1.19107 -2.60940 -0.10199
H: 3.11000 -1.20965 -0.13150
H: 2.73747 1.23584 -0.69802
H: 2.44805 1.11653 0.99939
H: 0.52519 2.40792 0.10713
H: 0.36603 1.23184 -1.18119
H: 0.16266 0.21101 1.65550

Values from the calculation:
- Gap between HOMO and LUMO: 9.662 eV
- Charge: 0
- E_HOMO: -8.53 eV
- M: 108.2 g/mol
- LUMO: 1.13 eV


Run D
# C8H12

A single C8H12 molecule (ωB97M-V with the def2-TZVPD basis set, OMol25).

Cartesian coordinates (Å):
C: -0.57793 0.64525 2.45883
C: -1.16703 -0.31559 1.73494
C: -1.20023 -0.44620 0.26771
C: -2.25409 -1.05277 -0.27301
C: -0.05105 0.25042 -0.40114
C: -0.38079 1.27256 -1.22094
C: 1.18776 -0.59127 -0.64364
C: 2.40484 0.16142 -1.08517
H: 0.37586 1.12017 2.20646
H: -0.93355 0.95774 3.44368
H: -1.80731 -1.07152 2.21121
H: -3.04561 -1.55272 0.27908
H: -2.42590 -1.11303 -1.34483
H: 0.48117 1.92060 -1.41851
H: -1.18763 1.49193 -1.91550
H: 0.90041 -1.51116 -1.17522
H: 1.33946 -1.05823 0.35591
H: 2.50117 0.10910 -2.16642
H: 2.52304 1.11890 -0.56144
H: 3.31743 -0.33560 -0.75200

Values from the calculation:
- Gap between HOMO and LUMO: 9.435 eV
- Charge: 0
- E_HOMO: -8.60 eV
- M: 108.2 g/mol
- LUMO: 0.84 eV


Tell me which of them is the least stable. Sure, it is run A.


Run A
# C4H10N3

A 2-piece molecular cluster, C4H10N3 overall (ωB97M-V with the def2-TZVPD basis set, OMol25).

Cartesian coordinates (Å):
C: 4.17002 0.38018 -0.12900
C: 4.36286 -0.71718 -0.56395
C: -2.08921 -0.40409 -0.50793
C: 0.27754 0.09369 0.14674
N: -3.30765 -0.04332 0.17067
N: 1.35313 0.67613 0.68888
N: -0.96854 0.22693 0.37458
H: 3.90119 1.35730 0.28818
H: -1.80767 -1.42542 -0.69600
H: 4.39510 -1.74368 -0.93887
H: -1.99749 0.19233 -1.39130
H: 0.50262 -0.61256 -0.64148
H: -4.05959 -0.67018 0.46815
H: -3.65398 0.82475 -0.33138
H: 2.35425 0.70567 0.48611
H: 1.10334 1.40426 1.42099
H: -1.24594 0.95900 1.09854

Values from the calculation:
- Gap between HOMO and LUMO: 11.123 eV
- Charge: +1
- E_HOMO: -14.11 eV
- M: 100.1 g/mol
- LUMO: -2.99 eV


Run B
# C4H10N3

An isolated ion of composition C4H10N3 and charge +1 (ωB97M-V with the def2-TZVPD basis set, OMol25).

Cartesian coordinates (Å):
C: -2.85218 0.54006 -1.56630
C: -1.48468 -1.36527 -0.84648
C: -0.10205 -0.46955 -1.02616
C: 1.91308 0.58959 1.01218
N: -2.49187 -0.51686 -1.31776
N: 0.03582 0.79531 -0.36585
N: 0.41947 0.79051 1.00283
H: -3.48325 1.30894 -1.89748
H: -1.37746 -2.34129 -1.43170
H: -1.75701 -1.51817 0.28524
H: 0.69921 -1.22333 -0.86299
H: -0.16297 -0.19383 -2.16323
H: 2.38691 1.22852 0.25456
H: 2.39968 0.72983 2.11987
H: 2.22460 -0.35783 0.68641
H: -0.07155 0.20900 1.75860
H: 0.18917 1.75900 1.26060

Values from the calculation:
- Gap between HOMO and LUMO (spin up / spin down): 7.656 / 7.657 eV
- Charge: +1
- E_HOMO (spin up / spin down): -11.78 / -11.79 eV
- M: 100.1 g/mol
- LUMO (spin up / spin down): -4.13 / -4.13 eV


Tell me which of them is the least stable. Sure, it is run B.


Run A
# C3H12NO2

A 3-piece molecular cluster, C3H12NO2 overall (ωB97M-V with the def2-TZVPD basis set, OMol25).

Cartesian coordinates (Å):
C: -0.77074 -1.78352 -0.10457
C: -1.25799 -0.95434 -1.27928
C: 0.30627 0.68025 -2.34845
N: -0.55006 0.31944 -1.49128
H: -1.18768 -1.41037 0.82674
H: 0.29542 -1.96902 -0.16342
H: -1.28140 -2.74023 -0.24495
H: -2.32160 -0.71621 -1.29066
H: -1.14166 -1.50296 -2.22093
H: 0.60086 1.71645 -2.45091
H: 0.70017 -0.06003 -3.03794
H: -0.85429 1.08694 -0.84500
H: 4.23849 0.05637 3.38980
H: 3.66246 0.62672 4.63730
O: 4.45225 0.18963 4.31788
H: -1.36033 2.88301 0.76181
H: -1.90450 1.54177 1.16173
O: -1.62565 2.03609 0.38211

Values from the calculation:
- Gap between HOMO and LUMO: 8.906 eV
- Charge: +1
- E_HOMO: -13.54 eV
- M: 94.1 g/mol
- LUMO: -4.64 eV


Run B
# C3H12NO2

A 2-piece molecular cluster, C3H12NO2 overall (ωB97M-V with the def2-TZVPD basis set, OMol25).

Cartesian coordinates (Å):
C: -0.64283 -0.10746 -0.39358
C: 0.04173 1.20600 -0.68929
C: 0.44370 1.37019 -2.17583
O: 1.29955 2.49318 -2.27460
N: -0.50608 -0.51789 1.05066
H: -1.72231 -0.06367 -0.56062
H: -0.31452 -0.90964 -1.05140
H: 0.96094 1.43893 -0.13892
H: -0.64821 2.02070 -0.48316
H: -0.46845 1.62758 -2.72184
H: 0.85780 0.44084 -2.55842
H: 2.17527 2.10518 -2.38700
H: -0.94071 0.11586 1.71617
H: -0.76406 -1.49613 1.17921
H: 0.48619 -0.46893 1.30755
H: -0.52205 -3.48181 2.89437
H: 0.43397 -3.08458 3.96602
O: -0.16990 -2.68836 3.32070

Values from the calculation:
- Gap between HOMO and LUMO: 10.390 eV
- Charge: +1
- E_HOMO: -13.94 eV
- M: 94.1 g/mol
- LUMO: -3.55 eV


Tell me which of them is the least stable. Sure, it is run A.


Run A
# C3H12NO2

A 3-piece molecular cluster, C3H12NO2 overall (ωB97M-V with the def2-TZVPD basis set, OMol25).

Cartesian coordinates (Å):
C: 2.37998 0.23888 1.22468
C: 1.41952 -0.14110 0.14926
C: 1.18656 0.46558 -0.98749
N: 0.62688 -1.37248 0.45281
H: 1.87464 0.58758 2.12346
H: 3.02318 -0.60552 1.49617
H: 3.01908 1.04484 0.91283
H: 0.46207 0.13600 -1.73935
H: 1.76374 1.30400 -1.36626
H: 0.75231 -1.58680 1.44002
H: 0.98720 -2.16789 -0.07525
H: -0.39322 -1.19116 0.29766
H: -2.19134 -0.08129 -0.25760
H: -2.58749 -1.34622 -1.03520
O: -1.83617 -0.92199 -0.60755
H: -2.49425 2.48891 0.36768
H: -2.98580 2.14343 -0.99012
O: -2.54758 1.73018 -0.22876

Values from the calculation:
- Gap between HOMO and LUMO: 11.389 eV
- Charge: +1
- E_HOMO: -14.44 eV
- M: 94.1 g/mol
- LUMO: -3.05 eV


Run B
# C3H12NO2

A 2-piece molecular cluster, C3H12NO2 overall (ωB97M-V with the def2-TZVPD basis set, OMol25).

Cartesian coordinates (Å):
C: 0.23575 -0.66501 0.73407
C: 0.37246 -0.58219 -0.74885
C: 1.74491 -0.56338 -1.42072
O: -0.31549 0.65310 -1.21959
N: -1.15358 -0.44612 1.35830
H: 0.78905 0.25274 1.08823
H: 0.88900 -1.47822 1.07762
H: -0.20867 -1.42568 -1.03588
H: 2.45496 -1.44828 -1.12358
H: 1.69357 -0.69652 -2.51713
H: 1.96567 0.55585 -1.24653
H: -0.71584 0.43986 -2.14341
H: -1.60022 0.39192 0.79651
H: -1.64800 -1.27046 0.90956
H: -1.20176 -0.50736 2.34112
H: -0.37391 1.98077 1.01708
H: -1.58556 2.87831 1.24485
O: -1.34234 1.93067 0.88834

Values from the calculation:
- Gap between HOMO and LUMO: 11.367 eV
- Charge: +1
- E_HOMO: -14.71 eV
- M: 94.1 g/mol
- LUMO: -3.34 eV


Tell me which of them is the least stable. Sure, it is run B.


Run A
# C3H12NO2

A 2-piece molecular cluster, C3H12NO2 overall (ωB97M-V with the def2-TZVPD basis set, OMol25).

Cartesian coordinates (Å):
O: 2.26651 -0.03272 -0.74397
C: 1.52848 -1.03128 -0.01443
C: 0.05631 -0.92744 -0.43173
N: -0.30504 0.48311 -0.30959
C: -1.38203 0.79987 -1.43870
H: 3.28158 -0.13309 -0.74183
H: 1.97208 -2.09476 -0.24140
H: 1.64872 -0.90639 0.99878
H: -0.43488 -1.55745 0.32152
H: -0.23913 -1.37867 -1.36536
H: 0.39028 1.13108 -0.51552
H: -0.64047 0.67522 0.65125
H: -1.00937 1.47690 -2.22210
H: -2.04447 1.48981 -0.90531
H: -1.95509 -0.05163 -1.84494
H: -0.89003 -0.08350 2.90548
H: -1.11829 1.40575 3.30168
O: -1.12517 0.73521 2.59617

Values from the calculation:
- Gap between HOMO and LUMO: 11.797 eV
- Charge: +1
- E_HOMO: -14.71 eV
- M: 94.1 g/mol
- LUMO: -2.91 eV


Run B
# C3H12NO2

A 3-piece molecular cluster, C3H12NO2 overall (ωB97M-V with the def2-TZVPD basis set, OMol25).

Cartesian coordinates (Å):
C: 0.94623 0.16954 -1.52606
C: 0.00441 -0.28259 -0.47900
C: -1.06619 -1.04342 -0.63418
N: -1.90627 -1.33658 0.58303
H: 1.08382 -0.55621 -2.34472
H: 0.72294 1.16984 -1.86342
H: 1.94834 0.38605 -1.11620
H: 0.34254 -0.22308 0.54560
H: -1.62443 -1.24352 -1.53331
H: -1.62733 -2.12824 1.19218
H: -1.80351 -0.56867 1.27794
H: -2.83596 -1.53543 0.21656
H: -0.36552 -0.03815 3.02614
H: -1.72543 -0.01645 3.74894
O: -1.29686 -0.27863 2.92981
H: 3.81513 2.50303 -1.84221
H: 2.79002 2.87247 -0.79593
O: 2.96009 2.21958 -1.48591

Values from the calculation:
- Gap between HOMO and LUMO: 11.048 eV
- Charge: +1
- E_HOMO: -14.17 eV
- M: 94.1 g/mol
- LUMO: -3.12 eV


Tell me which of them is the least stable. Sure, it is run A.